Here is a molecular structure, C9H8N2O2S2Y from the Open Molecules 2025 dataset. Energies are from the ωB97M-V functional and the def2-TZVPD basis.

Structure (XYZ):
```
24
Properties=species:S:1:pos:R:3:mulliken_charge:R:1
Y 6.701 8.926 1.679 1.55
S 9.172 9.651 2.009 -0.44
C 8.300 11.181 2.205 0.56
N 6.936 11.155 2.353 -0.45
C 6.442 12.472 2.358 -0.02
C 5.111 12.860 2.425 -0.23
C 4.747 14.201 2.508 -0.79
C 5.741 15.163 2.460 -0.30
C 7.082 14.843 2.338 -0.56
C 7.430 13.496 2.266 0.85
S 9.013 12.780 2.107 -0.10
H 4.374 12.076 2.490 0.25
H 3.699 14.495 2.544 0.39
H 5.431 16.220 2.440 0.35
H 7.845 15.659 2.383 0.33
N 4.517 8.554 2.200 -0.60
C 3.947 7.245 2.143 -0.53
C 5.111 6.259 2.287 0.63
O 4.874 5.041 2.400 -0.57
O 6.336 6.730 2.051 -0.67
H 4.369 9.001 3.117 0.35
H 4.097 9.355 1.652 0.41
H 3.472 6.996 1.233 0.28
H 3.168 6.982 2.896 0.31
```

Output
net charge = +1
E_HOMO = -12.22 eV
energy = -1442.32400 a.u.
gap between HOMO and LUMO = 0.258 Ha



Here is 3 unconnected molecules or ions with the total composition C4H15NO3 from the Open Molecules 2025 dataset. Energies are from the ωB97M-V functional and the def2-TZVPD basis.

Structure (XYZ):
```
23
Properties=species:S:1:pos:R:3:mulliken_charge:R:1
C 2.727 0.836 0.082 -1.37
C 1.496 0.018 -0.177 0.32
N 0.663 0.631 -1.219 -0.41
C 0.577 -0.005 1.078 -0.77
C -0.900 -0.489 1.006 -0.63
O -0.804 -1.890 0.956 -0.53
H 3.573 0.330 0.532 0.35
H 2.441 1.791 0.501 0.33
H 3.118 1.072 -0.952 0.34
H 1.676 -1.044 -0.423 0.29
H 1.128 0.886 -2.078 0.24
H 0.100 1.406 -0.894 0.15
H 0.905 -0.753 1.830 0.34
H 0.697 0.998 1.492 0.49
H -1.387 -0.156 1.943 0.37
H -1.396 -0.087 0.107 0.24
H -1.685 -2.241 0.840 0.32
O -1.520 2.398 0.139 -0.65
H -2.390 2.754 -0.018 0.31
H -1.543 1.550 0.610 0.32
O -1.548 -1.763 -1.550 -0.66
H -0.630 -2.009 -1.687 0.31
H -1.669 -0.913 -1.965 0.29
```

Output
net charge = 0
E_HOMO = -9.04 eV
energy = -441.83983 a.u.
SMILES = C[C@H](N)CCO.O.O
gap between HOMO and LUMO = 0.357 Ha